1.
A structure of composition C42H42GeIN7O6PZr. Source: the OMol25 dataset; level of theory: wB97M-V/def2-TZVPD.

Properties
calculated total energy = -142141.0314 eV
relative energy (zero: lowest compared OMol25 entry of this formula, charge and spin) = 4.8 kcal/mol
charge = +1
lowest unoccupied orbital energy = -2.359 eV

Each line ends with the Löwdin charge.
CARTESIAN COORDINATES (ANGSTROEM)
1 Zr 0.2002 -0.0744 0.2134  1.929
2 C 0.4708 -4.2935 4.4128  -0.018
3 N 0.8987 -3.1443 3.6324  -0.121
4 C 2.1073 -2.5215 3.7505  -0.027
5 C 2.0913 -1.4740 2.8760  -0.094
6 N 0.8925 -1.4495 2.2255  0.006
7 C 0.1852 -2.4704 2.6997  -0.434
8 P -1.5661 -2.8406 2.3430  1.193
9 C -2.1596 -1.1287 2.3850  -0.455
10 N -1.5360 -0.0859 1.8528  -0.034
11 C -2.3035 1.0119 2.1260  -0.076
12 C -3.4026 0.6158 2.8283  -0.014
13 N -3.2991 -0.7376 2.9935  -0.108
14 C -4.2761 -1.5798 3.6608  -0.013
15 C -1.4251 -3.0105 0.5462  -0.461
16 N -0.6256 -2.2709 -0.2019  -0.047
17 C -0.7964 -2.6984 -1.4873  -0.099
18 C -1.7084 -3.7108 -1.5026  -0.020
19 N -2.0963 -3.9056 -0.2064  -0.105
20 C -3.0949 -4.8596 0.2413  -0.009
21 H 1.3535 -4.7519 4.8505  0.097
22 H -0.0207 -5.0196 3.7689  0.083
23 H -0.2079 -3.9843 5.2062  0.098
24 H 2.8575 -2.8666 4.4376  0.129
25 H 2.8489 -0.7356 2.6858  0.113
26 H -2.0124 1.9961 1.7989  0.113
27 H -4.2331 1.1707 3.2247  0.131
28 H -4.9924 -0.9333 4.1606  0.098
29 H -3.7885 -2.2091 4.4028  0.086
30 H -4.8007 -2.1982 2.9343  0.095
31 H -0.2563 -2.2582 -2.3084  0.107
32 H -2.1087 -4.3029 -2.3048  0.130
33 H -3.3955 -5.4582 -0.6141  0.098
34 H -3.9667 -4.3352 0.6288  0.095
35 H -2.6789 -5.5136 1.0051  0.090
36 N 1.0682 1.3387 -1.5291  -0.029
37 C 1.1376 2.7232 -1.0332  -0.103
38 C 0.0827 2.8701 0.0582  -0.596
39 O -0.6969 3.7836 0.1374  0.106
40 O 0.1065 1.8390 0.8865  -0.235
41 H 1.9568 1.0617 -1.9388  0.064
42 H 0.3819 1.2743 -2.2746  0.063
43 H 0.9906 3.4645 -1.8217  0.129
44 H 2.1170 2.8748 -0.5744  0.138
45 I -6.2201 4.5363 -3.9668  0.896
46 C -5.0321 3.1113 -3.0294  -0.738
47 C -5.5835 1.8886 -2.6658  -0.141
48 C -4.7926 0.9503 -2.0279  -0.012
49 C -3.4504 1.2173 -1.7679  -0.129
50 C -2.9111 2.4416 -2.1396  -0.009
51 C -3.6995 3.3936 -2.7644  -0.134
52 C -2.6434 0.1752 -1.0658  -0.532
53 O -3.1525 -0.7790 -0.5001  0.061
54 O -1.3434 0.3786 -1.1160  -0.220
55 H -6.6213 1.6748 -2.8784  0.095
56 H -5.2054 -0.0017 -1.7247  0.118
57 H -1.8806 2.6726 -1.9140  0.098
58 H -3.2799 4.3515 -3.0353  0.098
59 O 1.7791 -1.2794 -0.7976  -0.130
60 C 2.7096 -0.7203 -0.1377  -0.642
61 O 2.3853 0.2404 0.6125  -0.117
62 C 4.1293 -1.1821 -0.2314  -0.152
63 C 4.3609 -2.1774 -1.3525  -0.251
64 Ge 4.6678 -1.3963 -3.1283  1.023
65 C 3.2976 -0.0754 -3.6024  -0.268
66 C 3.6249 1.2491 -3.8893  -0.090
67 C 2.6613 2.1495 -4.3348  -0.071
68 C 1.3481 1.7370 -4.4938  -0.088
69 C 0.9984 0.4231 -4.1969  -0.107
70 C 1.9662 -0.4685 -3.7604  -0.138
71 C 4.6202 -2.8324 -4.4427  -0.270
72 C 5.3610 -3.9917 -4.2165  -0.108
73 C 5.3775 -5.0214 -5.1437  -0.083
74 C 4.6530 -4.9040 -6.3213  -0.085
75 C 3.9190 -3.7551 -6.5660  -0.083
76 C 3.9041 -2.7280 -5.6317  -0.107
77 C 6.4159 -0.5376 -3.1550  -0.273
78 C 7.2737 -0.5771 -2.0591  -0.108
79 C 8.5322 0.0083 -2.1119  -0.081
80 C 8.9493 0.6435 -3.2700  -0.081
81 C 8.1097 0.6871 -4.3742  -0.077
82 C 6.8568 0.0993 -4.3147  -0.119
83 H 4.3742 -1.6004 0.7535  0.128
84 H 4.7469 -0.2836 -0.3166  0.125
85 H 3.5203 -2.8680 -1.4184  0.078
86 H 5.2422 -2.7846 -1.1338  0.072
87 H 4.6512 1.5839 -3.7908  0.097
88 H 2.9430 3.1674 -4.5688  0.112
89 H 0.5997 2.4298 -4.8566  0.115
90 H -0.0262 0.0962 -4.3262  0.117
91 H 1.6838 -1.4958 -3.5555  0.103
92 H 5.9474 -4.0988 -3.3107  0.099
93 H 5.9605 -5.9123 -4.9527  0.104
94 H 4.6675 -5.7046 -7.0487  0.105
95 H 3.3611 -3.6543 -7.4875  0.104
96 H 3.3313 -1.8333 -5.8463  0.094
97 H 6.9736 -1.0791 -1.1467  0.089
98 H 9.1859 -0.0358 -1.2510  0.105
99 H 9.9292 1.0994 -3.3156  0.106
100 H 8.4362 1.1737 -5.2834  0.106
101 H 6.2204 0.1340 -5.1927  0.106

=====

2.
The molecule C5H10O. Source: the OMol25 dataset; level of theory: wB97M-V/def2-TZVPD.

Properties
calculated total energy = -7391.8847 eV
relative energy (zero: lowest compared OMol25 entry of this formula, charge and spin) = 66.4 kcal/mol
structure (SMILES) = CCOC1CC1
charge = 0
lowest unoccupied orbital energy = 1.254 eV

Each line ends with the Löwdin charge.
CARTESIAN COORDINATES (ANGSTROEM)
1 C 2.4650 -0.0479 -0.3400  -0.087
2 C 1.4009 0.0670 0.7171  -0.167
3 O 0.2585 0.6216 -0.1815  -0.186
4 C -0.8133 -0.2561 -0.3300  -0.385
5 C -1.8779 -0.0356 0.6868  -0.107
6 C -2.1561 0.2588 -0.7656  -0.085
7 H 3.3243 0.6292 -0.2513  0.071
8 H 1.6262 0.3361 -1.0187  0.095
9 H 2.7811 -1.0604 -0.6151  0.069
10 H 1.0459 -0.8729 1.1450  0.112
11 H 1.5731 0.8225 1.4881  0.112
12 H -0.5497 -1.2688 -0.6517  0.150
13 H -2.3451 -0.8722 1.1854  0.095
14 H -1.6623 0.8322 1.3054  0.109
15 H -2.8113 -0.4426 -1.2837  0.101
16 H -2.2594 1.2889 -1.0902  0.104

=====

3.
A structure of composition C6H6ClF12MgN2O9S4. Source: the OMol25 dataset; level of theory: wB97M-V/def2-TZVPD.

Properties
calculated total energy = -121649.0968 eV
relative energy (zero: lowest compared OMol25 entry of this formula, charge and spin) = 18.9 kcal/mol
charge = -1
lowest unoccupied orbital energy = 2.498 eV

Each line ends with the Löwdin charge.
CARTESIAN COORDINATES (ANGSTROEM)
1 Mg -20.5074 2.1543 -8.5741  0.233
2 C -18.1574 -0.9878 -9.2183  -0.687
3 F -16.9494 -0.6999 -8.8385  0.198
4 F -18.1833 -2.1992 -9.7868  0.133
5 F -19.0238 -1.0360 -8.2095  0.138
6 S -18.7915 0.1900 -10.5224  0.695
7 O -17.9047 0.1847 -11.6633  -0.261
8 O -20.1389 -0.2100 -10.8860  -0.292
9 N -18.9817 1.6367 -9.5783  -0.340
10 S -17.7351 2.6442 -10.0247  0.617
11 O -17.6981 3.7190 -9.0574  -0.288
12 O -16.4549 2.0782 -10.2912  -0.269
13 C -18.3989 3.4298 -11.6699  -0.676
14 F -17.3092 3.6134 -12.4042  0.136
15 F -19.2449 2.6455 -12.2920  0.154
16 F -18.9123 4.6107 -11.3722  0.137
17 C -20.9796 5.1270 -6.0104  -0.666
18 F -21.4993 5.5802 -7.1126  0.156
19 F -19.6589 5.3453 -5.9884  0.143
20 F -21.4927 5.7063 -4.9417  0.152
21 S -21.4055 3.2437 -5.8322  0.698
22 O -21.4706 2.9610 -4.4209  -0.273
23 O -22.6360 2.9908 -6.5340  -0.301
24 N -20.1445 2.4663 -6.7717  -0.345
25 S -18.9142 2.0679 -5.8211  0.605
26 O -17.8123 1.7596 -6.6904  -0.268
27 O -18.6758 2.8106 -4.6170  -0.261
28 C -19.5603 0.3709 -5.1535  -0.643
29 F -18.4980 -0.4256 -4.8994  0.116
30 F -20.2434 0.5003 -4.0396  0.153
31 F -20.3173 -0.2378 -6.0634  0.118
32 Cl -21.8053 3.7643 -9.7380  -0.080
33 C -23.0548 -1.2463 -8.0278  -0.076
34 C -23.0372 0.2684 -8.0706  -0.230
35 O -21.8973 0.7109 -8.8617  -0.180
36 H -23.7650 -1.4672 -7.2216  0.079
37 H -22.1202 -1.7198 -7.7358  0.076
38 H -23.5046 -1.7060 -8.9090  0.076
39 H -22.8293 0.5736 -7.0512  0.100
40 H -23.9406 0.6168 -8.5649  0.131
41 H -22.0431 0.4282 -9.7734  0.092

=====

no.,gap between HOMO and LUMO (Eh),largest force on an atom (eV Å⁻¹)
1,0.296,0.652
2,0.385,3.042
3,0.338,5.920